Computed, not measured: a cluster of 40 separate species, H80O40 in total at a distorted geometry, with ωB97M-V/def2-TZVPD.

Summary:
DFT total energy: -3057.232602 a.u.
E_LUMO: -0.0216 Eh
max |F|: 7.36 eV/A
frontier orbital gap: 9.281 eV
energy relative to the best compared isomer or geometry (same formula, charge and spin): 1377.7 kJ/mol

Structure (ORCA input):
```
! RIJCOSX wB97M-V def2-TZVPD def2/J DEFGRID3
* xyz 0 1
H -0.4511 4.7584 -0.5383
H -1.9032 4.6541 -1.2794
O -1.3303 5.2393 -0.6689
H 0.4593 0.8684 -1.8212
H -0.3947 1.7763 -0.9358
O -0.3951 1.1947 -1.7804
H 0.8071 -6.7988 -1.0770
H 0.2129 -5.4429 -1.5164
O 1.1452 -6.0172 -1.3583
H 1.5066 -1.6785 -2.9370
H 1.3229 -0.2020 -3.5064
O 1.3327 -0.8099 -2.8256
H -2.5166 0.2729 -0.0939
H -1.2856 -0.8154 0.3462
O -2.1867 -0.6170 0.1591
H 0.1185 -1.7366 -4.8287
O 0.4610 -1.6171 -5.6470
H 3.8145 3.9648 -2.2849
O 3.8382 3.5119 -1.4558
H 4.9608 -4.0162 2.3311
H 4.1319 -2.8829 1.7937
O 4.4209 -3.3365 2.6678
H 1.4113 3.1406 -2.1387
H 2.0924 3.6209 -1.0264
O 1.2631 3.0208 -1.0597
H -0.0625 2.8333 3.3055
H 0.3946 2.5602 1.8129
O -0.0270 3.2584 2.3373
H 5.3691 2.4424 2.7981
H 5.5431 1.1839 2.1606
O 4.9004 1.8958 2.3189
H 0.4294 4.2655 -4.5506
O 0.3170 4.4578 -3.5939
H -2.9935 2.7967 -0.0057
H -1.9581 3.7333 0.2113
O -2.1384 2.8143 0.4621
H -6.7342 1.0693 -0.9792
H -6.2209 -0.3646 -1.5759
O -5.8887 0.4937 -0.9812
H 1.7737 -1.3565 4.1537
H 0.1346 -1.4639 4.1631
O 0.9626 -1.9022 4.1185
H -2.0831 -4.5094 -2.8130
H -3.0091 -4.5205 -1.4954
O -2.7349 -4.8883 -2.3516
H 4.2750 -0.0202 4.0712
H 3.5409 1.1596 3.6296
O 3.5010 0.5045 4.3294
H -0.7044 -2.8968 2.8184
H -0.6841 -3.4697 4.3898
O -1.1516 -2.9668 3.7350
H -3.4881 -2.5623 3.9223
O -3.1764 -2.1399 4.7705
H -2.5596 -3.1786 0.1344
H -3.9994 -2.5992 0.3583
O -3.5637 -3.4376 -0.0051
H 1.2673 -4.6106 4.5674
O 0.4322 -4.7822 4.2864
H 2.1030 1.0608 1.1264
H 1.1194 1.4411 0.2160
O 1.2257 0.6959 0.8374
H -4.9543 -0.4121 1.7145
H -3.4117 -0.8541 1.5043
O -4.3154 -1.1616 1.5017
H 2.5500 3.6963 3.2161
H 3.4985 3.4178 2.0772
O 2.6435 3.3810 2.3039
H 2.3047 -0.2506 -5.9770
H 1.2272 0.6633 -6.6507
O 1.6956 0.3921 -5.8299
H -0.7622 2.4202 -4.7668
H 0.2571 1.6415 -5.4699
O -0.2996 2.4389 -5.5815
H -1.5018 -5.8563 1.3612
H -2.3401 -6.2139 0.2494
O -1.4144 -6.2389 0.5222
H -3.4827 -1.2559 -2.2274
H -3.9988 -2.7982 -2.2434
O -3.8233 -2.0487 -2.7881
H -3.9442 2.5012 -2.5534
H -2.5572 2.5465 -2.5349
O -3.3240 3.2032 -2.6193
H 0.8731 4.5237 1.6875
H 0.6283 6.0988 1.5822
O 0.8348 5.2072 1.0124
H 1.3621 5.5099 3.9173
H 1.1186 4.3786 4.9351
O 1.8412 4.6913 4.2565
H -2.0070 5.3077 2.1176
O -2.8649 5.4763 1.7345
H 1.9394 -1.6878 0.9322
H 1.2493 -2.8522 1.6983
O 1.2770 -2.4389 0.8329
H -2.9663 -2.7168 5.5529
H 0.1079 -0.8988 -6.0198
H 0.3640 -4.7675 3.2665
H 4.2757 2.6208 -1.7620
H 0.2283 5.4231 -3.5541
H -2.7683 6.1275 1.0623
O -0.2853 1.0608 4.3109
H 0.2310 0.4888 4.8556
H -0.9798 0.5215 3.9699
O 3.8713 -4.1674 -0.7174
H 3.2216 -4.5653 -0.0866
H 3.5919 -4.8018 -1.3930
O -1.7349 -0.3497 2.9952
H -1.8411 -1.3134 2.7719
H -2.4179 -0.1904 3.6984
O 3.8589 -0.1759 -0.7727
H 4.1377 -0.8555 -0.1356
H 2.8776 -0.4683 -0.6683
O 0.0595 -2.9889 -2.2654
H 0.3910 -2.2708 -1.5764
H 0.9525 -3.4414 -2.3851
O -4.0529 1.6019 -4.4233
H -3.9802 0.8435 -5.0190
H -3.9137 2.3871 -5.0333
O 2.8217 -2.7315 -2.7148
H 3.1736 -1.9836 -3.1701
H 3.5301 -2.8636 -1.9020
*
```

Computed, not measured: a cluster of 40 separate species, H80O40 in total at a distorted geometry, with ωB97M-V/def2-TZVPD.

Summary:
DFT total energy: -3057.433145 a.u.
E_LUMO: -0.0179 Eh
max |F|: 2.72 eV/A
frontier orbital gap: 10.193 eV
energy relative to the best compared isomer or geometry (same formula, charge and spin): 851.2 kJ/mol

Structure (ORCA input):
```
! RIJCOSX wB97M-V def2-TZVPD def2/J DEFGRID3
* xyz 0 1
H -6.2110 -0.8534 -1.7249
H -6.1037 0.4876 -1.9043
O -6.1311 -0.2800 -2.5086
H 3.7641 -0.1074 -4.1055
H 5.2180 -0.0242 -3.6710
O 4.6482 -0.3917 -4.3553
H 0.5172 5.1588 1.7190
H 0.8771 4.1018 2.6869
O 0.3197 4.8927 2.6351
H -2.2444 -3.1739 -3.7520
H -2.5371 -3.6436 -5.1908
O -2.2249 -3.9480 -4.3338
H -2.5172 -2.6802 2.3649
H -3.0691 -3.5801 3.2315
O -2.8399 -3.5902 2.2827
H 1.1608 -1.0938 5.1461
O 1.6494 -1.0974 5.9928
H 1.5373 -0.1908 -1.5611
O 2.2326 -0.1993 -0.9003
H 1.5511 5.0064 3.8056
H 2.3668 3.7096 4.2950
O 2.4265 4.6477 4.0776
H 4.4630 -0.7849 2.4030
H 3.6246 0.5884 2.5446
O 4.3859 0.0787 2.8107
H -1.2650 -1.7041 -3.1189
H -2.3051 -0.9190 -2.2801
O -2.1984 -1.4329 -3.1188
H -2.6570 1.3317 1.5359
H -3.3403 1.7864 0.2308
O -3.5490 1.3784 1.0836
H 3.7645 1.2586 5.0590
O 2.9141 1.7167 4.9868
H 3.8932 3.6753 3.1394
H 4.0757 2.1565 3.0708
O 3.5352 2.8770 2.7308
H 1.5014 0.1487 2.2779
H 2.2547 -1.0812 2.1218
O 1.8127 -0.5786 2.8365
H -1.2519 -1.2418 4.8603
H -1.6449 -1.5832 3.4610
O -1.0872 -1.9050 4.1766
H -1.3370 1.1203 -0.7294
H -1.4211 1.2035 -2.3710
O -1.8090 1.3987 -1.5183
H 3.9814 -1.9747 0.8548
H 3.4153 -0.8906 -0.2190
O 4.0747 -1.0932 0.5019
H -3.0543 -0.1743 0.0590
H -1.8705 -1.2934 -0.0601
O -2.5995 -0.8261 -0.4793
H -0.9615 -3.0294 2.1599
O -0.1983 -3.5744 2.3628
H -4.2081 -0.2414 -3.3191
H -5.1086 -0.2162 -4.4878
O -4.3375 0.2439 -4.1388
H 2.3141 2.6242 1.3275
O 1.7699 1.8431 1.1023
H -2.0642 -3.1342 -1.1434
H -1.3240 -3.7430 -0.0461
O -1.1749 -3.4783 -0.9708
H 3.8125 -4.9013 0.4738
H 4.2393 -4.5686 -0.8781
O 4.4038 -5.2457 -0.2056
H 0.6396 -1.1128 0.5800
H 0.1480 0.3456 0.6989
O -0.1603 -0.5642 0.6841
H 1.6629 0.9217 -5.0372
H 2.4055 0.2491 -3.9100
O 1.8265 0.9884 -4.0889
H -5.8924 0.5898 0.8398
H -4.6258 -0.2923 0.4385
O -5.5345 -0.0910 0.2703
H 1.7055 3.4502 -4.3091
H 0.8236 3.8107 -5.5563
O 1.7023 3.8493 -5.1776
H 0.9165 -1.8979 -5.1242
H 0.8529 -0.5266 -6.0577
O 0.4190 -1.2844 -5.6773
H 1.3291 -2.5082 1.7893
H 2.2234 -3.4872 1.0870
O 1.8460 -2.6022 0.9748
H 4.0730 -2.7750 2.5797
H 4.8298 -3.7327 3.2897
O 4.1752 -3.7424 2.5636
H -1.1881 2.0843 4.9126
H -0.9939 3.5722 4.4594
O -1.4115 2.7191 4.2260
H -3.1109 1.2045 -4.6622
O -2.6118 2.0251 -4.9676
H 0.1614 1.8387 -4.2934
H -1.0694 2.4643 -3.6071
O -0.0985 2.5072 -3.6601
H -0.3175 -4.2264 3.0522
H 1.9162 -2.0205 5.8619
H 1.3028 2.0175 0.2621
H 2.2460 0.6616 -0.4653
H 2.3852 0.9699 5.3096
H -3.2305 2.4935 -5.5324
O 1.4546 5.4061 -0.1185
H 1.6485 6.3441 -0.1317
H 2.2027 4.8168 -0.0132
O 0.6342 -2.9051 -3.1723
H 0.0982 -3.1160 -3.9636
H 0.1399 -3.5602 -2.6320
O -1.9694 -6.1945 0.8439
H -1.1943 -6.7512 0.7686
H -1.8657 -5.4558 1.4479
O -2.6669 4.3060 -0.9419
H -2.5428 3.4227 -1.3179
H -1.7770 4.6748 -0.9890
O 1.4533 2.2136 -1.5423
H 2.2002 2.6443 -1.9676
H 0.7129 1.9598 -2.1456
O -3.8467 -1.0206 2.6152
H -4.4104 -1.7566 2.3543
H -3.7939 -0.3902 1.8812
O -1.2987 2.6215 1.0559
H -0.5610 2.4698 1.6552
H -1.8223 3.4063 1.2436
*
```

Computed, not measured: a cluster of 40 separate species, H80O40 in total at a distorted geometry, with ωB97M-V/def2-TZVPD.

Summary:
DFT total energy: -3057.376314 a.u.
E_LUMO: -0.0120 Eh
max |F|: 5.01 eV/A
frontier orbital gap: 9.740 eV
energy relative to the best compared isomer or geometry (same formula, charge and spin): 1000.4 kJ/mol

Structure (ORCA input):
```
! RIJCOSX wB97M-V def2-TZVPD def2/J DEFGRID3
* xyz 0 1
H 0.7000 0.8034 4.6728
H 1.8125 0.3948 5.5825
O 1.1704 0.0755 4.9143
H -3.7970 0.1311 5.4214
H -2.6063 0.0569 4.5425
O -3.5162 0.4855 4.6100
H 0.3237 1.3903 -0.1558
H -0.3008 2.7360 0.3829
O 0.4629 2.3273 -0.1335
H 2.6390 3.6937 -4.0655
H 4.0794 3.3338 -4.1589
O 3.4893 3.9374 -3.7624
H 0.3076 -5.6476 -2.4155
H -0.4716 -4.6559 -3.3263
O 0.2754 -4.8400 -2.7812
H -1.9181 1.1470 -0.8178
O -1.2165 0.6076 -1.2392
H -1.1002 3.0074 5.1541
O -0.5942 2.4709 5.7617
H -4.5893 0.5697 2.9638
H -5.4212 -0.4591 2.1182
O -5.3385 0.4477 2.4507
H 5.1682 -1.3978 -0.9803
H 6.3131 -1.6330 -1.6814
O 6.0931 -1.5653 -0.7823
H -0.1541 -1.9130 -4.0160
H -1.3848 -1.9268 -3.4036
O -0.6420 -2.6562 -3.6440
H -0.4848 4.1139 1.6173
H -1.7996 3.4661 1.5955
O -0.9495 3.3414 1.9318
H 0.9444 -1.4564 0.1030
O 1.1939 -0.7538 0.7509
H 5.7881 -1.3962 1.0453
H 6.5325 -0.3093 1.4556
O 5.8089 -0.8326 1.8194
H -1.0246 1.0169 0.6888
H -0.0806 0.0767 1.4291
O -1.0410 0.4073 1.3972
H -1.6321 -1.4554 6.3671
H -0.6435 -0.4434 5.9296
O -1.4498 -0.5239 6.3357
H 2.9949 -2.7551 2.8221
H 3.5416 -3.1294 4.2565
O 3.0382 -3.4794 3.4915
H 1.0861 -3.5997 -0.7530
H 1.0632 -5.0276 -0.7310
O 1.6930 -4.3264 -0.6144
H -0.5849 -3.2403 0.8581
H -1.0115 -1.8728 0.4248
O -1.2076 -2.8087 0.3321
H 0.8796 -4.9087 3.2312
O 0.5139 -3.9560 3.1912
H 1.3241 2.4292 -1.7586
H 1.4641 2.6081 -3.2339
O 1.1465 1.9972 -2.6428
H -2.9714 -0.2303 0.1982
O -3.6511 -0.9106 0.1181
H -5.7023 1.3654 -1.1922
H -5.6516 2.7808 -1.6597
O -5.0202 2.0558 -1.5156
H 0.2241 -1.6861 -2.4369
H 0.3430 -0.3822 -1.8809
O 0.7651 -1.2807 -1.7751
H -4.3955 -3.2263 0.2588
H -5.3451 -2.1445 0.5621
O -5.3718 -3.1092 0.5408
H -3.4250 -2.5570 -4.1308
H -3.9420 -3.6250 -3.0071
O -3.3056 -2.9180 -3.2160
H 3.4852 -0.2439 3.2208
H 4.1773 -0.2467 1.9458
O 3.2464 -0.2170 2.3583
H 3.3607 3.1962 0.9726
H 1.9625 3.3682 1.6087
O 2.8377 3.7615 1.5409
H 0.1444 0.5556 -5.2768
H -0.6434 1.0839 -3.9759
O -0.5565 0.3673 -4.6077
H 1.4350 6.4600 -0.1396
H 2.1403 5.2042 -0.7864
O 1.3365 5.6975 -0.6882
H 2.8222 -3.2053 -3.8390
H 3.4812 -2.2992 -5.0210
O 3.3506 -2.4329 -4.0376
H 1.8977 -0.4343 -3.3094
H 2.4586 -1.1180 -4.6864
O 1.9750 -0.3586 -4.3431
H -3.6687 2.0890 -0.3689
O -2.8316 2.1229 0.0463
H 3.1281 2.0707 -1.3892
H 2.6674 1.5770 -0.0525
O 3.4534 1.8754 -0.5255
H 1.0420 -3.6773 3.9906
H -1.4384 0.3176 -2.1196
H -3.3008 -1.5469 -0.5850
H -0.1111 3.0380 6.3083
H 2.0509 -1.0125 1.1890
H -2.7789 2.0944 1.0169
O -0.6655 -1.3878 3.6810
H -1.2445 -1.3488 2.9477
H -0.1376 -0.7487 3.2929
O -1.5430 4.0628 -2.3806
H -1.3142 3.1237 -2.3681
H -1.0701 4.6620 -1.5883
O -3.5197 -1.8490 2.6852
H -3.7974 -2.7156 2.4264
H -3.1650 -1.4918 1.8857
O -2.7575 -0.9560 -5.2642
H -3.7074 -0.6340 -5.1654
H -2.1343 -0.2365 -5.2743
O 5.3887 3.7057 2.0177
H 4.6136 3.9836 2.5055
H 5.5704 2.8539 1.7578
O -3.1398 -4.0970 -0.8619
H -2.3183 -4.4221 -1.2982
H -2.6322 -3.4630 -0.3394
O 0.4193 4.5616 -3.7516
H -0.3844 5.0647 -3.7306
H 0.9771 5.0102 -3.0390
*
```

Computed, not measured: a cluster of 40 separate species, H80O40 in total at a distorted geometry, with ωB97M-V/def2-TZVPD.

Summary:
DFT total energy: -3057.171600 a.u.
E_LUMO: -0.0242 Eh
max |F|: 9.24 eV/A
frontier orbital gap: 9.924 eV
energy relative to the best compared isomer or geometry (same formula, charge and spin): 1537.9 kJ/mol

Structure (ORCA input):
```
! RIJCOSX wB97M-V def2-TZVPD def2/J DEFGRID3
* xyz 0 1
H -3.5259 1.5230 -3.3331
H -2.6425 2.7526 -3.8188
O -3.6000 2.4585 -3.5030
H 2.8537 -2.4200 0.2556
H 4.3014 -2.5540 0.5265
O 3.5858 -2.8578 -0.1043
H 2.4003 1.8491 -2.5243
H 2.5449 2.8815 -1.4066
O 3.1194 2.1534 -1.7421
H 0.4111 -2.1469 1.5761
H 1.6983 -2.7611 1.0208
O 1.4030 -2.2735 1.7211
H 1.8924 3.4777 1.1169
H 0.7666 3.4377 2.0485
O 1.3038 2.8278 1.4311
H 2.7715 -0.1070 -5.3061
O 3.2888 -0.3605 -4.5079
H -3.6965 -1.5918 0.5251
O -3.4687 -2.5068 0.1015
H -4.6600 3.8024 1.5857
H -3.1702 4.4677 1.0568
O -4.0219 3.9241 0.8190
H 0.3965 -6.4187 -1.1492
H -0.4912 -5.2702 -0.5464
O -0.5153 -6.1679 -1.0621
H 0.8293 0.6059 4.4628
H 0.5152 1.2847 5.6959
O 0.6761 1.4446 4.8065
H -3.5530 -2.0088 3.9128
H -4.7378 -2.0906 3.1660
O -3.8732 -2.3354 3.1259
H 4.1633 2.6161 1.7693
O 4.4073 3.5383 2.2277
H -0.1817 2.7781 -0.8247
H 0.1674 3.8815 -1.8768
O 0.0398 3.6560 -0.8937
H -2.1489 -0.4733 -2.5647
H -1.6832 0.5215 -1.5434
O -2.3641 0.4073 -2.1265
H -2.4666 5.3771 -1.2089
H -3.1276 4.1161 -1.5337
O -2.5726 4.7203 -1.8540
H 0.6235 -4.3324 2.2406
H 1.5489 -4.5879 3.4199
O 0.5349 -4.6287 3.1610
H 2.2469 -3.0209 -4.9789
H 0.8671 -2.6598 -4.6091
O 1.6352 -2.9395 -4.2118
H 4.3764 -1.7695 -2.9943
H 4.9509 -1.7552 -1.6725
O 5.0273 -2.2192 -2.6053
H -2.1109 -4.7324 -1.6974
O -1.7977 -3.8890 -1.8258
H -5.4646 2.0890 -2.0002
H -5.1660 0.6227 -1.6125
O -5.8500 1.1253 -1.7638
H -3.7331 -1.7463 -2.9298
O -2.7466 -1.9046 -3.0790
H -2.1716 0.1947 -4.4385
H -1.7882 1.0319 -5.7582
O -1.3077 0.7405 -4.9061
H -2.3424 -2.3754 2.5746
H -1.3181 -3.3225 2.3902
O -1.3238 -2.3053 2.4593
H -0.7628 1.6766 2.2148
H -1.5731 1.6918 0.8543
O -1.3911 2.0892 1.5932
H 5.1911 4.5802 -0.3300
H 5.5060 3.9230 0.9168
O 5.5193 3.7223 -0.0314
H -0.5380 6.0705 0.5849
H -1.1189 4.9530 -0.1754
O -1.3001 5.7973 0.2488
H -0.2821 -2.7190 -0.9093
H 1.2898 -3.0603 -1.3683
O 0.6170 -3.0995 -0.7166
H 3.6928 -3.1124 -2.4578
H 3.2609 -4.3348 -3.0228
O 3.0191 -3.8274 -2.2209
H 2.7778 -4.9360 -0.6313
H 2.9376 -6.1298 0.4346
O 2.3647 -5.6467 -0.1153
H -1.5989 -2.4923 5.1747
H -1.8187 -0.9521 5.2398
O -2.2450 -1.8155 5.3801
H -5.5076 -3.6523 -2.1905
H -4.6943 -2.6918 -2.7223
O -5.6924 -2.8602 -2.5217
H 5.1684 -1.7250 4.1148
O 4.7150 -1.0819 3.6218
H 4.1248 -1.0711 1.5181
H 3.5291 -0.4779 0.4467
O 3.6167 -0.2816 1.2712
H -1.2557 -3.8239 -1.0184
H 2.8364 -1.1842 -4.5238
H -2.2942 -2.6194 -2.7662
H -3.1064 -2.7034 0.9089
H 3.6881 3.6773 2.8593
H 5.0657 -0.6373 2.8658
O -1.7445 5.4737 3.5345
H -1.7394 5.8528 2.6264
H -0.9930 4.8221 3.5842
O -0.1467 0.3385 -0.5279
H -0.2414 0.5094 0.4183
H 0.6776 0.5737 -0.9407
O -4.0276 0.3610 2.7560
H -3.5939 1.1256 3.1741
H -4.7648 0.7737 2.3452
O 0.0035 -1.4299 -6.6294
H -0.7721 -1.6934 -6.1131
H 0.1741 -0.5860 -6.3122
O 1.6321 4.0052 3.7879
H 1.6420 3.0913 4.1570
H 2.0404 4.5502 4.5460
O 1.4888 5.8451 2.0256
H 1.3514 5.1373 1.3663
H 1.5101 5.4022 2.8619
O 0.3703 0.4418 2.1542
H 0.5123 -0.5789 1.9457
H 1.1545 0.9652 2.0296
*
```

The following HOMO values (in eV) correspond, in order, to the records above: -9.9 -10.7 -10.1 -10.6.